ORCA calculation (ωB97M-V with the def2-TZVPD basis set) on C9H21AuN4O3S as an isolated structure at a distorted geometry.

Computed properties:
Lowest unoccupied orbital energy (alpha / beta) (eV): -5.950 / -11.049
Net charge: +2
Frontier orbital gap (alpha / beta) (eV): 9.26 / 4.11
HOMO energy (alpha / beta) (eV): -15.21 / -15.16
Spin multiplicity: 3
E_tot (hartree): -1333.47202

The geometry in XYZ format:
```
39
Properties=species:S:1:pos:R:3:forces:R:3
Au -1.22350 0.19964 -0.31803 0.089 0.114 -1.466
S -1.61050 -0.26330 1.87483 0.068 -1.468 0.313
O 0.98183 -1.44679 0.56825 1.672 0.022 -0.868
O 0.57772 -0.46118 -3.98019 0.100 -0.356 -0.291
O -0.26204 0.47732 -2.20649 -0.258 0.691 2.454
N -2.06428 2.25697 2.24758 1.223 -0.275 0.534
N -0.11551 1.51297 3.36142 -2.136 0.405 -1.527
N -3.02936 -0.34408 -1.49573 -0.245 1.079 1.409
N 2.93013 -1.57790 -0.60713 2.432 0.272 -0.192
C 0.89224 0.52559 3.74178 -1.485 -1.558 -0.953
C -0.37526 -0.20273 -3.29100 -1.868 -1.535 -1.332
C 3.68193 -1.93469 0.57369 -0.314 0.129 0.462
C -1.84281 3.68314 2.51142 0.621 0.363 -0.177
C 3.61385 -1.44180 -1.92186 -1.440 1.952 -0.393
C -1.92311 -0.62399 -3.65632 1.734 1.769 0.871
C -1.21509 1.24183 2.53909 1.369 3.470 1.927
C 1.61892 -1.36822 -0.49327 -4.077 -0.239 -0.810
C -2.60978 -1.33319 -2.48605 -1.332 -0.639 -1.230
H 2.88505 -1.05026 -2.68288 0.378 -0.361 0.810
H -2.05033 -1.07982 -4.63988 0.293 -0.169 0.366
H -2.31490 0.41593 -3.69862 -0.332 -0.653 -0.381
H 3.33758 -1.32649 1.47230 0.457 -0.767 -1.184
H 1.38372 0.13264 2.84624 0.082 0.174 0.122
H -3.54768 -1.85957 -2.79671 0.729 0.379 -0.162
H -2.60753 4.30308 1.98248 0.569 -0.707 0.621
H 4.72372 -1.82603 0.30476 0.231 0.008 0.410
H 3.45008 -3.00096 0.76785 0.181 0.312 0.164
H 1.60515 0.89292 4.42997 0.523 0.742 0.602
H -1.84712 3.88106 3.60082 -0.182 0.062 -0.569
H 1.05892 -1.24384 -1.46541 0.854 0.203 0.744
H -2.91028 1.97585 1.79995 -0.363 -0.074 -0.205
H -0.84232 3.96414 2.09490 -0.755 -0.105 0.353
H -1.99724 -2.11560 -2.04524 0.148 0.112 0.271
H -3.75404 -0.60650 -0.80591 0.556 -0.260 -0.670
H -0.02224 2.47682 3.72497 -0.219 -0.998 -0.371
H 4.43034 -0.67902 -1.86526 -0.408 -0.843 0.368
H 3.94918 -2.38595 -2.28510 0.585 -0.898 0.082
H 0.36105 -0.32628 4.19940 0.410 0.278 -0.016
H -3.31648 0.55831 -1.90058 0.109 -0.632 -0.089
```
Positions in Å, forces in eV/Å.

---

ORCA calculation (ωB97M-V with the def2-TZVPD basis set) on a 2-piece molecular cluster, C9H21BO2 overall at a distorted geometry.

Computed properties:
Lowest unoccupied orbital energy (alpha / beta) (eV): 0.193 / -1.266
Net charge: 0
Frontier orbital gap (alpha / beta) (eV): 10.42 / 7.30
HOMO energy (alpha / beta) (eV): -10.22 / -8.57
Spin multiplicity: 1
Energy relative to the best compared isomer or geometry (same formula, charge and spin) (eV): 8.770
E_tot (hartree): -530.62919

The geometry in XYZ format:
```
33
Properties=species:S:1:pos:R:3:forces:R:3
O 0.62715 0.30549 1.56220 0.030 -0.739 0.867
O -0.35600 -0.35190 2.17727 0.170 0.497 1.988
C 1.19027 0.77734 -0.76112 0.808 -0.228 -0.123
C -0.44149 -1.27692 -0.11412 -0.963 -0.827 -0.410
C 2.61856 0.99503 -0.29514 1.102 0.435 -0.238
C -2.48850 1.81464 -0.89848 -0.183 -0.580 -0.195
C -0.25062 -3.83947 -0.59338 -0.313 0.560 -0.263
C -3.51871 0.65445 -0.91424 -0.419 0.777 -0.252
C 0.39795 -2.54634 -0.11185 0.414 -0.688 0.077
C -2.02168 2.12534 0.47461 2.248 -1.508 0.197
C 3.53773 1.46692 -1.41979 0.083 -0.309 0.104
B 0.62678 -0.22521 0.28328 -2.836 2.212 -2.265
H -4.17604 0.75988 -1.78762 0.054 -0.147 0.217
H -3.05298 -0.33001 -0.97884 0.122 0.161 0.117
H -0.89114 -1.11492 -1.11448 0.696 0.102 0.156
H -0.60041 -3.73084 -1.63039 0.084 -0.064 0.244
H 0.79193 -2.70151 0.90433 -0.079 -0.057 -0.114
H -0.97475 2.51335 0.52850 -1.114 0.355 0.197
H 3.51448 0.74546 -2.24731 0.070 0.164 0.133
H 4.56637 1.55788 -1.06719 0.020 0.070 -0.122
H -1.33408 -1.32202 0.54849 0.849 -0.278 -0.335
H -1.10743 -4.09503 0.02497 -0.098 -0.072 0.067
H 1.14988 0.40377 -1.79346 0.135 -0.141 0.221
H 1.28590 -2.37240 -0.74246 -0.059 -0.030 0.074
H 2.66065 1.71857 0.53408 -0.130 -0.255 -0.183
H -4.14441 0.68346 -0.00783 0.159 -0.011 -0.336
H 3.20858 2.42954 -1.80769 -0.001 0.087 -0.026
H -1.64146 1.51028 -1.56788 -0.402 0.452 0.489
H 0.65752 1.73792 -0.78902 -0.112 -0.306 0.260
H 3.01616 0.05173 0.11608 0.111 0.196 -0.096
H 0.46857 -4.64281 -0.55098 0.148 -0.376 -0.031
H -2.11946 1.27867 1.17892 -0.359 0.749 0.028
H -2.88253 2.75567 -1.29332 -0.236 -0.201 -0.448
```
Positions in Å, forces in eV/Å.

---

ORCA calculation (ωB97M-V with the def2-TZVPD basis set) on C9H21ClFO2P2V as an isolated structure at a distorted geometry.

Computed properties:
Lowest unoccupied orbital energy (alpha / beta) (eV): -13.586 / -12.836
Net charge: +3
Frontier orbital gap (alpha / beta) (eV): 7.48 / 8.03
HOMO energy (alpha / beta) (eV): -21.07 / -20.87
Spin multiplicity: 2
E_tot (hartree): -2691.66860

The geometry in XYZ format:
```
37
Properties=species:S:1:pos:R:3:forces:R:3
V -0.06497 -0.78847 -0.35607 3.978 -4.318 3.086
Cl 0.32128 -2.89651 -1.10474 -0.491 2.114 0.308
P 1.89756 0.30460 -1.53146 1.649 1.226 -0.997
P -2.18561 -1.05771 0.76492 -2.344 0.204 1.308
F 0.76277 -0.27717 1.26957 -1.581 -0.803 -3.055
O -0.85572 2.11932 -0.25338 0.671 -5.677 -1.997
O -2.15877 0.95057 -2.80389 -0.579 -4.912 -2.618
C 3.39353 -0.62643 -1.06286 -0.617 -0.792 0.811
C -2.54171 -1.11372 -4.28346 0.433 -0.829 -0.038
C -1.97130 -2.36682 2.00317 1.002 -0.145 -0.269
C -2.30132 -0.03925 -3.39817 0.039 5.262 1.836
C 1.85930 0.22110 -3.35312 -0.874 -0.286 0.349
C -0.67502 0.99368 -0.55580 -1.062 8.185 2.085
C -3.56324 -1.62268 -0.28617 0.586 -0.013 -0.577
C 2.30373 2.03300 -1.14403 -0.704 -0.027 0.476
C -2.82700 0.36604 1.68357 0.558 0.226 -0.253
H -3.03084 1.19919 1.00656 -0.156 -0.052 0.145
H -3.24531 -2.57758 -0.71950 -0.289 0.033 -0.010
H 3.24360 2.32413 -1.62760 -0.131 -0.265 -0.023
H -3.14271 -0.71704 -5.12893 0.076 -0.039 0.209
H -1.64056 -3.28746 1.51237 -0.096 0.041 0.152
H -4.49646 -1.76105 0.28779 0.472 0.153 -0.086
H 1.11043 0.91176 -3.75146 0.164 0.032 -0.016
H 1.50391 2.69959 -1.47540 0.149 0.027 -0.070
H 2.84353 0.47625 -3.75494 -0.043 -0.009 0.141
H 2.40539 2.14870 -0.06048 0.086 -0.009 -0.088
H -1.53727 -1.45342 -4.65432 -0.701 0.040 0.156
H 4.27732 -0.26877 -1.60173 -0.323 0.271 -0.149
H -3.74448 0.06347 2.19794 0.107 -0.015 -0.070
H -2.07672 0.68696 2.41293 -0.141 -0.016 0.014
H 3.56854 -0.52639 0.01410 -0.013 0.040 -0.137
H 3.24635 -1.68857 -1.27537 0.109 0.074 -0.044
H -3.08275 -1.92802 -3.74483 0.290 0.358 -0.389
H -1.20796 -2.05958 2.72652 -0.140 -0.075 -0.034
H 1.58953 -0.79844 -3.63198 0.191 -0.021 -0.208
H -2.92351 -2.53696 2.51745 -0.021 0.193 -0.171
H -3.72201 -0.88836 -1.08789 -0.255 -0.176 0.220
```
Positions in Å, forces in eV/Å.

---

Question: Which of these has the highest net charge?
Answer: C9H21ClFO2P2V